# 1
Below is 14 unconnected molecules or ions with the total composition C33H85N3O21S5 at a distorted geometry, with properties calculated with wB97M-V/def2-TZVPD.

Each line ends with the Mulliken charge.
Element x y z (Å)
C: -5.411 -1.252 9.484  -1.10
C: -4.525 -1.250 8.240  -0.13
O: -3.485 -2.179 8.353  -0.52
H: -6.035 -2.142 9.570  0.29
H: -6.105 -0.425 9.636  0.36
H: -4.932 -1.142 10.457  0.32
H: -4.059 -0.288 8.023  0.29
H: -5.210 -1.584 7.462  0.18
H: -3.910 -3.026 8.507  0.30
C: -2.833 -4.601 -6.225  -0.96
C: -1.331 -4.245 -6.061  -0.18
O: -0.711 -3.968 -7.353  -0.54
H: -3.412 -3.786 -6.659  0.27
H: -3.309 -4.716 -5.251  0.33
H: -2.904 -5.447 -6.909  0.28
H: -0.802 -5.046 -5.544  0.26
H: -1.048 -3.445 -5.378  0.26
H: 0.212 -3.707 -7.324  0.29
C: -0.789 0.807 -10.896  -1.00
C: -1.995 0.114 -11.415  -0.19
O: -2.700 -0.442 -10.338  -0.49
H: -0.043 0.981 -11.671  0.30
H: -0.341 0.214 -10.099  0.33
H: -1.160 1.713 -10.416  0.25
H: -1.702 -0.720 -12.052  0.25
H: -2.520 0.878 -11.989  0.27
H: -2.063 -0.981 -9.863  0.27
C: -6.106 8.411 -3.203  -1.08
C: -6.129 7.436 -4.319  -0.11
O: -6.814 7.963 -5.414  -0.53
H: -5.807 9.416 -3.502  0.31
H: -5.443 8.066 -2.409  0.31
H: -7.100 8.539 -2.775  0.33
H: -6.633 6.516 -4.022  0.19
H: -5.168 7.088 -4.699  0.28
H: -7.618 8.405 -5.129  0.30
C: -3.018 6.530 3.087  -0.78
C: -4.448 6.259 3.615  -0.33
O: -4.437 5.062 4.398  -0.51
H: -2.260 6.726 3.845  0.27
H: -3.009 7.320 2.336  0.31
H: -2.821 5.586 2.577  0.21
H: -5.185 5.988 2.859  0.23
H: -4.915 7.090 4.144  0.31
H: -4.261 5.345 5.298  0.29
C: 5.142 3.776 -5.668  -1.06
C: 4.891 2.728 -6.705  -0.16
O: 4.262 1.624 -6.117  -0.50
H: 5.748 4.521 -6.182  0.29
H: 5.694 3.416 -4.800  0.36
H: 4.219 4.245 -5.327  0.29
H: 5.847 2.388 -7.103  0.24
H: 4.196 3.065 -7.474  0.26
H: 4.664 1.545 -5.248  0.29
C: -9.550 1.360 -3.184  -0.69
C: -8.581 0.721 -2.323  0.29
N: -7.824 0.193 -1.637  -0.35
H: -10.575 1.216 -2.841  0.26
H: -9.442 0.996 -4.206  0.26
H: -9.313 2.424 -3.171  0.23
C: 1.035 -4.953 5.008  -0.73
C: 1.118 -6.005 5.979  0.34
N: 1.070 -6.790 6.823  -0.37
H: 1.830 -4.266 5.299  0.23
H: 0.083 -4.428 4.922  0.27
H: 1.281 -5.287 4.000  0.26
C: 2.296 7.079 -0.125  -0.70
C: 1.176 7.179 -1.071  0.32
N: 0.282 7.236 -1.857  -0.40
H: 2.866 8.006 -0.064  0.28
H: 2.946 6.232 -0.346  0.26
H: 1.845 6.989 0.864  0.23
O: 6.113 -7.302 -2.200  -0.59
S: 5.942 -5.909 -1.661  1.07
O: 5.727 -5.646 -0.219  -0.56
O: 7.328 -5.060 -2.150  -0.29
C: 8.007 -5.346 -3.375  -0.13
C: 8.902 -4.136 -3.640  -1.17
C: 4.665 -4.917 -2.658  -0.84
H: 7.307 -5.629 -4.162  0.34
H: 8.667 -6.212 -3.326  0.25
H: 9.485 -4.209 -4.558  0.37
H: 9.557 -3.951 -2.789  0.28
H: 8.281 -3.243 -3.717  0.30
H: 3.682 -5.206 -2.285  0.37
H: 4.814 -5.107 -3.721  0.30
H: 4.758 -3.871 -2.367  0.30
O: 3.425 -0.319 8.271  -0.57
S: 3.018 1.063 8.503  1.16
O: 3.991 2.074 8.886  -0.58
O: 2.076 1.594 7.168  -0.30
C: 1.526 2.877 7.205  -0.34
C: 2.392 3.815 6.276  -1.02
C: 1.646 1.032 9.756  -0.95
H: 1.527 3.321 8.200  0.26
H: 0.456 2.849 7.000  0.40
H: 3.398 3.810 6.694  0.27
H: 1.999 4.832 6.264  0.35
H: 2.280 3.474 5.247  0.28
H: 1.509 2.013 10.210  0.35
H: 2.072 0.357 10.499  0.38
H: 0.752 0.591 9.315  0.32
O: -0.108 -0.805 0.065  -0.57
S: -0.607 0.506 -0.319  1.07
O: 0.224 1.742 -0.322  -0.57
O: -1.322 0.343 -1.879  -0.31
C: -1.524 1.537 -2.577  -0.27
C: -2.584 1.203 -3.508  -1.16
C: -2.266 0.743 0.546  -0.85
H: -0.563 1.749 -3.047  0.33
H: -1.800 2.478 -2.100  0.40
H: -2.777 2.148 -4.017  0.38
H: -3.499 1.097 -2.926  0.29
H: -2.355 0.354 -4.152  0.29
H: -2.157 1.003 1.599  0.35
H: -2.706 -0.253 0.585  0.33
H: -2.888 1.399 -0.063  0.29
O: 7.767 2.024 0.088  -0.63
S: 7.802 0.574 -0.041  1.13
O: 7.226 -0.060 -1.197  -0.55
O: 9.394 0.117 0.096  -0.31
C: 10.147 0.546 1.246  -0.24
C: 11.648 0.373 1.002  -1.09
C: 7.188 -0.211 1.475  -0.96
H: 9.824 -0.004 2.130  0.35
H: 10.012 1.578 1.568  0.33
H: 12.189 0.196 1.932  0.33
H: 11.946 1.379 0.707  0.27
H: 11.750 -0.411 0.251  0.30
H: 6.113 -0.360 1.383  0.39
H: 7.433 0.470 2.291  0.35
H: 7.709 -1.164 1.563  0.32
O: -5.365 -6.257 6.187  -0.59
S: -6.264 -6.239 5.055  1.14
O: -7.147 -5.079 4.769  -0.62
O: -5.247 -6.426 3.749  -0.29
C: -5.730 -6.164 2.437  -0.10
C: -4.650 -6.728 1.561  -1.23
C: -7.238 -7.772 5.048  -0.87
H: -5.838 -5.094 2.263  0.26
H: -6.745 -6.540 2.303  0.34
H: -3.676 -6.257 1.688  0.30
H: -4.898 -6.685 0.501  0.38
H: -4.436 -7.759 1.845  0.31
H: -7.759 -7.851 6.002  0.37
H: -6.493 -8.555 4.903  0.32
H: -7.944 -7.794 4.219  0.31

Calculated values
- E_tot (eV) = -137233.20196
- charge = 0
- strongest force on any atom (Eh/bohr) = 0.0949
- HOMO-LUMO gap (eV) = 10.10
- HOMO (eV) = -10.07

---

# 2
Below is C4H5N3O in the gas phase at a distorted geometry, with properties calculated with wB97M-V/def2-TZVPD.

Each line ends with the natural charge from an NBO analysis.
Element x y z (Å)
C: -0.872 -0.061 -0.620  -0.08
C: 0.360 -0.142 0.026  0.41
C: 2.071 -0.493 1.177  -0.10
C: 2.399 -0.591 -0.158  0.07
H: -2.876 1.160 -1.030  0.34
H: -3.457 0.893 0.630  0.38
H: -0.915 0.537 -1.602  0.16
H: 2.790 -0.550 1.902  0.20
H: 3.340 -0.860 -0.588  0.20
N: -3.126 0.513 -0.222  -0.60
N: -1.919 0.002 0.132  -0.16
N: 0.804 -0.246 1.267  -0.42
O: 1.402 -0.162 -0.914  -0.39

Calculated values
- E_tot (eV) = -10743.63832
- charge = 0
- strongest force on any atom (Eh/bohr) = 0.1055
- HOMO-LUMO gap (eV) = 8.42
- energy relative to the best compared isomer or geometry (same formula, charge and spin) (kcal/mol) = 91.70
- SMILES string = N/N=C/c1ncco1
- HOMO (eV) = -8.08

---

# 3
Below is a molecular structure, C27H18BrNO3PReS at a distorted geometry, with properties calculated with wB97M-V/def2-TZVPD.

Each line ends with the natural charge from an NBO analysis.
Element x y z (Å)
Re: 1.504 0.956 -1.952  1.06
O: 3.485 1.545 -2.119  -0.90
S: 3.969 0.147 -1.805  2.35
O: 5.172 -0.262 -2.417  -0.84
O: 2.730 -0.681 -2.160  -0.90
C: 4.106 0.002 -0.046  -0.26
C: 5.391 -0.220 0.430  -0.17
C: 5.584 -0.474 1.779  -0.17
C: 4.498 -0.532 2.636  -0.16
C: 3.215 -0.305 2.156  -0.17
C: 2.994 -0.016 0.815  -0.39
P: 1.264 0.290 0.301  1.29
C: 0.610 1.629 1.281  -0.46
C: -0.770 1.846 1.249  -0.17
C: -1.291 2.993 1.822  -0.20
C: -0.441 3.925 2.406  -0.15
C: 0.930 3.710 2.432  -0.21
C: 1.463 2.563 1.864  -0.11
C: 0.354 -1.215 0.631  -0.42
C: 0.427 -2.276 -0.274  -0.17
C: -0.190 -3.477 0.033  -0.19
C: -0.876 -3.620 1.234  -0.18
C: -0.951 -2.564 2.131  -0.14
C: -0.335 -1.356 1.835  -0.21
H: 6.224 -0.215 -0.259  0.26
H: 6.584 -0.644 2.153  0.24
H: 4.647 -0.757 3.684  0.24
H: 2.371 -0.350 2.835  0.23
H: -1.426 1.132 0.765  0.23
H: -2.358 3.169 1.801  0.23
H: -0.850 4.830 2.836  0.23
H: 1.587 4.443 2.881  0.23
H: 2.533 2.403 1.872  0.22
H: 0.954 -2.166 -1.213  0.24
H: -0.139 -4.302 -0.665  0.23
H: -1.356 -4.560 1.471  0.23
H: -1.490 -2.678 3.062  0.23
H: -0.398 -0.532 2.533  0.23
N: -8.226 -1.120 -2.838  -0.25
C: -7.098 -0.917 -2.774  0.25
C: -5.679 -0.659 -2.686  -0.13
C: -5.190 0.615 -2.966  -0.16
C: -3.835 0.863 -2.867  -0.18
C: -2.961 -0.164 -2.494  -0.09
C: -3.458 -1.443 -2.235  -0.19
C: -4.814 -1.687 -2.324  -0.15
C: -1.570 0.122 -2.344  0.19
C: -0.385 0.404 -2.202  -0.42
H: -5.875 1.398 -3.259  0.24
H: -3.436 1.846 -3.079  0.24
H: -2.773 -2.237 -1.967  0.23
H: -5.212 -2.672 -2.121  0.24
Br: 0.786 3.271 -1.862  -0.20

Calculated values
- E_tot (eV) = -128212.78333
- charge = +1
- strongest force on any atom (Eh/bohr) = 0.0594
- HOMO-LUMO gap (alpha / beta) (eV) = 7.14 / 6.66
- ⟨S²⟩ = 3.813
- 2S+1 = 4
- HOMO (alpha / beta) (eV) = -11.52 / -12.00

---

# 4
Below is 3 unconnected molecules or ions with the total composition C4H8OS at a distorted geometry, with properties calculated with wB97M-V/def2-TZVPD.

Each line ends with the natural charge from an NBO analysis.
Element x y z (Å)
C: -1.376 -2.280 -0.483  -0.74
C: -0.376 0.454 0.695  -0.64
C: 0.962 0.685 0.330  0.00
C: 1.426 1.872 -0.316  -0.09
H: -0.247 -2.304 -0.316  0.21
H: -2.364 -3.303 0.330  0.24
H: -1.659 -2.354 -1.948  0.25
H: -0.725 1.396 0.925  0.26
H: -0.428 0.247 1.869  0.24
H: 1.420 -0.168 -0.268  0.18
H: 2.577 1.706 -0.820  0.18
H: 0.697 2.613 -0.677  0.19
O: 1.605 1.734 1.078  -0.48
S: -1.513 -0.300 -0.398  0.19

Calculated values
- E_tot (eV) = -17152.73873
- charge = 0
- strongest force on any atom (Eh/bohr) = 0.0993
- HOMO-LUMO gap (eV) = 9.01
- energy relative to the best compared isomer or geometry (same formula, charge and spin) (kcal/mol) = 177.83
- HOMO (eV) = -8.95